Molecular formula: C3H3N3O2
Method: DFT, ωB97M-V/def2-TZVPD

Results
Energy relative to the best compared isomer or geometry (same formula, charge and spin) (kJ/mol): 816.8
Maximum force (eV/A): 5.095
Frontier orbital gap (eV): 10.25
Electronic energy (eV): -11717.491
Charge: 0
HOMO (eV): -10.9
LUMO level (eV): -0.66

Each atom is followed by the atoms it is bonded to, with distances in Å.
Atoms and positions in Å:
1 O 2.6295 0.3611 0.9793  N2 1.207
2 N 1.8507 0.1779 0.0762  O1 1.207, O3 1.226, C4 1.458
3 O 2.0650 0.4673 -1.0958  N2 1.226
4 C 0.4952 -0.1935 0.4642  N2 1.458, C5 1.518, N8 1.465, H9 1.150
5 C -0.4979 0.3580 -0.5434  C4 1.518, C6 1.553, N8 1.521, H10 1.107
6 C -1.9181 -0.0744 -0.0857  C5 1.553, N7 1.235, H11 1.188
7 N -1.5916 -1.2432 0.1411  C6 1.235, N8 1.525
8 N -0.1857 -1.1267 -0.4369  C4 1.465, C5 1.521, N7 1.525
9 H 0.1988 -0.2553 1.5736  C4 1.150
10 H -0.1925 0.9951 -1.3951  C5 1.107
11 H -2.8534 0.5338 0.3226  C6 1.188